No. 1
Entry from the Open Molecules 2025 dataset: C45H39N5O3PTi as an isolated structure in a non-equilibrium geometry (ωB97M-V with the def2-TZVPD basis set).

```
94
Properties=species:S:1:pos:R:3:lowdin_charge:R:1
Ti -0.63245 1.28885 -0.03855 0.968
O -0.13948 0.04743 1.28146 -0.238
C 1.16848 -0.23005 1.56790 -0.286
C 1.56788 -1.49085 2.01027 -0.015
C 2.90708 -1.85494 2.30640 -0.063
C 3.95056 -0.90550 2.22158 -0.089
C 3.53679 0.37693 1.88030 -0.057
C 2.23641 0.72078 1.48182 -0.190
C 2.05846 1.97161 0.93268 -0.076
N 0.89841 2.49724 0.59905 -0.090
N 0.93668 3.78178 0.01148 0.094
C -0.32491 4.08915 -0.26058 -0.438
O -1.28055 3.22432 -0.24545 -0.130
C -0.56537 5.52949 -0.56653 -0.142
C 0.42770 6.34511 -1.15800 -0.039
C 0.05172 7.51308 -1.75318 -0.112
C -1.24939 7.94223 -1.66604 -0.101
C -2.14580 7.20434 -0.92302 -0.094
C -1.84044 6.01163 -0.29404 -0.011
H 0.79591 -2.26102 1.91372 0.116
H 3.07572 -2.90233 2.41639 0.083
H 5.01267 -1.08600 2.42316 0.105
H 4.34396 1.16895 1.90417 0.134
H 2.89568 2.61778 0.86156 0.120
H 1.50921 6.06563 -1.01934 0.128
H 0.80277 8.00726 -2.38774 0.111
H -1.63592 8.84015 -2.16490 0.109
H -3.14750 7.52882 -0.98311 0.089
H -2.57684 5.51537 0.31418 0.118
C -0.94805 -4.50249 7.09420 -0.041
C 0.02026 -5.40879 6.30795 -0.232
C 1.28643 -4.92798 5.77751 -0.037
C 2.04071 -5.73329 4.90415 -0.129
C 1.70634 -7.03049 4.73410 -0.129
C 0.50885 -7.55947 5.23249 -0.092
C -0.25833 -6.78327 6.06052 -0.075
H -1.31738 -5.19978 7.81997 0.064
H -1.79401 -4.23920 6.48344 0.072
H -0.40026 -3.64302 7.42569 0.067
H 1.59682 -3.86587 5.96079 0.112
H 2.84519 -5.23641 4.35562 0.100
H 2.50855 -7.58117 4.21891 0.109
H 0.26663 -8.62208 4.99898 0.115
H -1.15814 -7.12701 6.51728 0.096
N 0.10120 0.64526 -1.52152 -0.294
P 0.74365 -0.19094 -2.73388 0.830
C 0.20683 0.61513 -4.25915 -0.298
C -1.01397 0.21984 -4.85638 -0.071
C -1.46829 0.91569 -5.96862 -0.094
C -0.90710 2.11023 -6.40948 -0.088
C 0.24054 2.51355 -5.77776 -0.095
C 0.75565 1.80744 -4.68361 -0.090
C 0.21860 -1.89043 -2.75345 -0.321
C -0.39071 -2.39169 -1.61690 -0.085
C -0.82187 -3.70382 -1.54306 -0.063
C -0.64866 -4.51355 -2.68497 -0.101
C 0.00501 -4.04902 -3.78854 -0.070
C 0.46441 -2.68164 -3.84961 -0.050
C 2.51966 -0.35963 -2.89844 -0.284
C 3.21647 -0.37565 -4.12325 -0.093
C 4.55401 -0.10905 -4.11442 -0.096
C 5.31904 -0.11986 -2.94291 -0.072
C 4.68150 -0.48718 -1.77508 -0.064
C 3.28022 -0.55092 -1.75489 -0.058
H -1.63666 -0.60650 -4.47477 0.119
H -2.32379 0.44148 -6.45484 0.104
H -1.39400 2.85498 -7.09218 0.125
H 0.86631 3.33642 -6.14835 0.111
H 1.68357 2.19992 -4.18812 0.131
H -0.52895 -1.73264 -0.73451 0.096
H -1.43739 -3.93744 -0.65601 0.115
H -1.14690 -5.50046 -2.75191 0.113
H 0.07919 -4.73730 -4.62961 0.103
H 1.05816 -2.31006 -4.65272 0.094
H 2.61339 -0.44027 -5.08929 0.131
H 5.07365 0.13004 -5.03723 0.106
H 6.36561 0.13574 -3.00806 0.103
H 5.22423 -0.76095 -0.89973 0.094
H 2.80204 -0.71523 -0.81987 0.085
N -5.80665 2.05771 3.98155 0.154
C -5.85621 2.54795 2.71156 -0.479
O -6.49797 3.47610 2.26660 0.071
C -4.76538 1.84223 1.85569 -0.135
C -4.67667 2.13799 0.49677 -0.014
C -3.69278 1.56078 -0.24187 -0.132
N -2.70146 0.77013 0.28520 -0.058
C -2.81447 0.42353 1.59626 -0.116
C -3.82991 0.98055 2.38723 -0.023
H -6.55831 2.40419 4.54550 0.110
H -5.54146 1.10223 4.02789 0.071
H -5.40933 2.81814 0.02353 0.134
H -3.77096 1.48035 -1.33829 0.128
H -2.08965 -0.23625 2.04935 0.098
H -3.88445 0.77602 3.48896 0.118
```

Values from the calculation:
M: 776.680 g mol⁻¹
2S+1: 2
Energy relative to the best compared isomer or geometry (same formula, charge and spin): 292.47 kJ/mol
Maximum force: 4.01 eV Å⁻¹

***

No. 2
Entry from the Open Molecules 2025 dataset: C45H40AuN5Sb2Se as an isolated structure (ωB97M-V with the def2-TZVPD basis set).

```
94
Properties=species:S:1:pos:R:3:lowdin_charge:R:1
Au 0.21092 0.25410 -0.30388 0.612
C 2.50075 2.29034 2.20363 -0.438
C 3.89528 1.79888 1.86743 -0.368
C 4.11126 1.63723 0.37241 -0.339
Sb 2.76564 0.34889 -0.64611 1.437
C 2.96064 0.77523 -2.68742 -0.392
C 4.20752 0.59579 -3.27915 -0.113
C 4.37253 0.85972 -4.63154 -0.054
C 3.29596 1.29838 -5.38964 -0.051
C 2.05356 1.48134 -4.79652 -0.070
C 1.88503 1.22189 -3.44385 -0.187
C 3.55557 -1.58202 -0.47265 -0.381
C 4.17073 -2.01342 0.69699 -0.114
C 4.66260 -3.30917 0.78253 -0.061
C 4.54383 -4.16904 -0.29967 -0.057
C 3.93821 -3.73643 -1.47279 -0.064
C 3.44308 -2.44450 -1.56143 -0.141
Sb 0.89366 0.83647 2.20309 1.336
C -0.58078 2.29496 2.62237 -0.461
C -1.29765 3.04631 1.70141 -0.141
C -2.27876 3.92987 2.13180 -0.067
C -2.54431 4.07271 3.48634 -0.064
C -1.82336 3.33428 4.41403 -0.067
C -0.84905 2.44261 3.98200 -0.153
C -1.69404 -0.88614 2.66018 -0.148
C -1.19724 -2.11340 3.24507 -0.089
C -1.99850 -3.03440 3.80217 -0.063
C -3.46039 -3.07660 3.84220 -0.068
C -4.39779 -2.13924 3.66347 -0.035
C -2.95246 -0.18235 2.87399 -0.162
H 2.20059 3.13901 1.58582 0.040
H 2.45029 2.63880 3.24089 0.062
H 4.12182 0.86868 2.39669 0.091
H 4.62887 2.52671 2.22539 0.121
H 5.09279 1.22410 0.13137 0.076
H 4.00542 2.59410 -0.13762 0.046
H 5.05587 0.23766 -2.70561 0.110
H 5.34202 0.72090 -5.09136 0.118
H 3.42669 1.50113 -6.44451 0.117
H 1.21454 1.83159 -5.38497 0.112
H 0.91506 1.40016 -2.98835 0.052
H 4.27365 -1.35411 1.55170 0.093
H 5.14678 -3.64212 1.69132 0.116
H 4.93837 -5.17479 -0.23431 0.116
H 3.86511 -4.40171 -2.32391 0.117
H 2.99429 -2.10792 -2.49091 0.097
H -1.10246 2.95099 0.64383 0.057
H -2.83334 4.51182 1.40579 0.112
H -3.30898 4.76184 3.81973 0.114
H -2.01991 3.44408 5.47251 0.114
H -0.31933 1.85709 4.72891 0.100
H -0.12904 -2.29656 3.20319 0.083
H -1.51996 -3.92032 4.20629 0.108
H -3.84360 -4.07152 4.04447 0.110
H -5.42710 -2.47822 3.72735 0.118
H -2.85058 0.90325 2.87752 0.140
C -2.63675 2.27958 -4.21206 -0.061
C -1.71892 2.86688 -3.35373 -0.067
C -1.48759 2.32372 -2.09744 -0.068
C -2.19614 1.19487 -1.69050 -0.310
C -3.10055 0.58675 -2.56281 -0.050
C -3.32151 1.13833 -3.81529 -0.059
N -1.88940 0.57160 -0.44504 -0.018
C -2.82169 0.24904 0.41684 -0.244
C -4.16832 0.72642 0.37770 0.035
C -5.21862 0.45017 1.28762 -0.037
C -5.32777 -0.14188 2.52660 0.024
C -4.25247 -0.65504 3.45390 -0.239
C -2.60563 -0.73372 1.49954 -0.127
H -2.81726 2.70371 -5.19062 0.115
H -1.17590 3.75181 -3.66025 0.112
H -0.76060 2.77814 -1.43599 0.053
H -3.61795 -0.31616 -2.26393 0.125
H -4.02928 0.67018 -4.48695 0.118
H -4.43332 1.37418 -0.44713 0.116
H -6.16916 0.82825 0.92250 0.116
H -6.34278 -0.21413 2.90582 0.125
H -4.41729 -0.18236 4.43188 0.167
H -3.09797 -1.67548 1.24411 0.179
N 1.68802 4.83799 -1.55534 0.124
C 1.72660 3.75187 -1.15232 -0.021
H 1.69119 5.77732 -1.90400 0.098
Se -0.25897 -1.68720 -3.63889 1.185
N -0.11557 -3.45628 -3.53183 -0.187
C 0.13300 -3.76451 -2.28073 -0.383
C 0.32607 -5.08782 -1.77026 0.023
C 0.57479 -5.20084 -0.44731 -0.021
C 0.62197 -4.02869 0.38920 -0.097
N 0.45247 -2.80504 -0.01459 0.122
C 0.21839 -2.66464 -1.35559 -0.473
N 0.03849 -1.47185 -1.88879 -0.318
H 0.26531 -5.93436 -2.44123 0.132
H 0.73393 -6.16298 0.01954 0.118
H 0.80091 -4.17471 1.44976 0.116
```

Values from the calculation:
Net charge: +2
M: 1170.297 g mol⁻¹
2S+1: 3
Energy relative to the best compared isomer or geometry (same formula, charge and spin): 260.09 kJ/mol
Maximum force: 0.45 eV Å⁻¹

***

No. 3
Entry from the Open Molecules 2025 dataset: C45H40AuO3PSSb2 as an isolated structure in a non-equilibrium geometry (ωB97M-V with the def2-TZVPD basis set).

```
93
Properties=species:S:1:pos:R:3:lowdin_charge:R:1
Au -0.34426 -0.27998 -0.16707 0.720
O -1.05419 -1.12487 -4.45836 -0.281
S -0.42218 -1.00576 -3.17139 0.449
O 0.08253 0.34140 -2.90152 -0.428
O -1.20900 -1.55424 -2.04085 -0.398
C 1.04816 -1.99701 -3.14941 -0.262
C 1.12983 -3.03958 -4.06150 -0.049
C 2.24496 -3.85926 -4.07482 -0.066
C 3.26971 -3.63041 -3.17118 -0.071
C 3.17799 -2.59901 -2.24574 -0.072
C 2.06681 -1.75628 -2.20410 -0.285
P 1.97540 -0.40852 -0.90947 1.078
C 3.14765 -1.05260 0.35730 -0.360
C 2.61032 -1.91127 1.31545 -0.111
C 3.40926 -2.50500 2.28154 -0.069
C 4.76948 -2.23414 2.31120 -0.076
C 5.32057 -1.38172 1.36353 -0.071
C 4.51867 -0.79809 0.39086 -0.096
C 2.89736 0.98035 -1.66237 -0.344
C 3.48553 1.94469 -0.84272 -0.134
C 4.17363 3.01615 -1.39322 -0.077
C 4.27498 3.13844 -2.77241 -0.079
C 3.68230 2.18994 -3.59364 -0.064
C 2.99106 1.11990 -3.04428 -0.072
H 0.31646 -3.17892 -4.76356 0.116
H 2.31702 -4.67153 -4.78732 0.108
H 4.14995 -4.26168 -3.17669 0.106
H 3.99131 -2.46016 -1.54748 0.097
H 1.54966 -2.13021 1.29381 0.056
H 2.96773 -3.16800 3.01476 0.109
H 5.39883 -2.68435 3.06960 0.106
H 6.38323 -1.17129 1.37604 0.107
H 4.97217 -0.15569 -0.35212 0.107
H 3.41299 1.86238 0.23571 0.095
H 4.62692 3.75444 -0.74419 0.106
H 4.81303 3.97287 -3.20558 0.104
H 3.74752 2.28608 -4.67017 0.108
H 2.51456 0.39952 -3.69388 0.102
C 0.34523 3.27530 0.61793 -0.384
C -0.08396 2.35180 1.75370 -0.409
C 1.02535 1.90936 2.71181 -0.382
Sb 0.48782 0.34480 4.11852 1.461
C -0.83059 1.51924 5.33589 -0.413
C -0.69808 1.40405 6.72103 -0.152
C -1.54853 2.09257 7.58169 -0.090
C -2.54274 2.90997 7.06497 -0.089
C -2.68802 3.03445 5.68790 -0.081
C -1.84255 2.34086 4.83234 -0.136
C -1.07444 -0.68705 3.03532 -0.376
C -2.38678 -0.70012 3.51568 -0.110
C -3.35445 -1.50703 2.92164 -0.095
C -3.03831 -2.30653 1.83071 -0.108
C -1.73997 -2.31287 1.34232 -0.095
C -0.77146 -1.52711 1.95727 -0.238
Sb -0.87227 3.37182 -1.17584 1.496
C -2.04269 1.56997 -0.96972 -0.425
C -2.28157 0.85785 -2.15178 -0.206
C -3.11838 -0.24968 -2.16444 -0.112
C -3.72529 -0.67525 -0.99140 -0.075
C -3.50771 0.01986 0.19181 -0.105
C -2.67711 1.13631 0.20194 -0.154
C -2.38672 4.67332 -0.36080 -0.392
C -2.76182 4.70905 0.98449 -0.125
C -3.75460 5.57449 1.42846 -0.090
C -4.39136 6.42364 0.53131 -0.097
C -4.02832 6.40631 -0.80749 -0.095
C -3.03064 5.54088 -1.24662 -0.153
H 1.32475 2.98046 0.23384 0.005
H 0.43314 4.30804 0.96399 0.057
H -0.57643 1.45606 1.34640 0.008
H -0.84487 2.85911 2.34315 0.050
H 1.36907 2.73263 3.34572 0.055
H 1.89089 1.52623 2.16678 0.019
H 0.08098 0.77352 7.13810 0.081
H -1.43615 1.98516 8.65362 0.102
H -3.20700 3.44610 7.73182 0.102
H -3.46707 3.66785 5.28057 0.102
H -1.99860 2.42377 3.76521 0.075
H -2.66921 -0.07618 4.35373 0.087
H -4.36326 -1.50896 3.31982 0.114
H -3.79637 -2.92822 1.37112 0.116
H -1.47144 -2.92937 0.49205 0.114
H 0.25754 -1.63132 1.61838 0.015
H -1.79110 1.16048 -3.07229 0.082
H -3.28068 -0.79008 -3.08902 0.113
H -4.36474 -1.55045 -0.99728 0.111
H -3.97838 -0.30208 1.11170 0.081
H -2.56941 1.68996 1.12584 0.085
H -2.27508 4.06023 1.70406 0.068
H -4.03236 5.58613 2.47579 0.097
H -5.16363 7.10007 0.87732 0.100
H -4.52031 7.06701 -1.51113 0.100
H -2.75264 5.54410 -2.29594 0.082
```

Values from the calculation:
M: 1132.340 g mol⁻¹
2S+1: 1
Energy relative to the best compared isomer or geometry (same formula, charge and spin): 239.66 kJ/mol
Maximum force: 1.53 eV Å⁻¹